Density functional theory data (wB97M-V/def2-TZVPD) for one molecule with the formula C7H10O at a distorted geometry.

As for the multiplicity: 1. The SMILES is C1=CCC2(C1)COC2. As for the total charge: 0. Its orbital gap is 10.122 eV. The calculation puts the energy relative to the best compared isomer or geometry (same formula, charge and spin) at 281.4 kJ/mol. The calculation puts the HOMO energy at -9.2 eV.

Last column: Löwdin charge in e.
Positions of all 18 atoms, in Å:
C (1.5993, -0.4423, -1.2582)  -0.13
C (0.8231, 0.4222, -1.8604)  -0.10
C (-0.1196, 1.0744, -0.8868)  -0.12
C (-0.0937, 0.0307, 0.2465)  -0.42
C (1.4210, -0.3535, 0.1895)  -0.14
C (-1.2490, -0.9136, 0.2421)  -0.16
O (-1.7175, -0.3562, 1.4264)  -0.08
C (-0.5452, 0.4926, 1.6288)  -0.09
H (2.2108, -1.2306, -1.7051)  0.11
H (0.8241, 0.7662, -2.9504)  0.13
H (-1.1743, 1.0370, -1.2390)  0.12
H (0.2605, 2.0405, -0.5219)  0.13
H (2.1228, 0.4517, 0.6341)  0.15
H (1.9381, -1.1425, 0.7071)  0.10
H (-0.9738, -1.9347, 0.1980)  0.12
H (-1.9565, -0.6843, -0.5483)  0.12
H (-0.7535, 1.5388, 1.7773)  0.11
H (0.2263, 0.1434, 2.4275)  0.15

Cartesian forces, eV/Å:
C 1.2 -1.2 -1.0
C -0.8 1.7 -2.9
C -0.6 -0.9 0.3
C 3.4 2.2 0.8
C 0.7 0.5 1.0
C 0.3 0.8 -1.3
O -0.8 0.3 2.8
C 0.9 -1.7 0.1
H 0.2 0.7 -0.1
H 0.0 -1.0 1.5
H 0.8 1.0 -0.1
H -0.5 0.0 -0.3
H -1.5 -0.2 -0.8
H -1.0 -1.3 0.5
H 0.0 -1.4 0.6
H -0.2 -0.3 -0.4
H -0.4 0.3 0.1
H -1.7 0.3 -0.9